C17H32N4ORhS | wB97M-V/def2-TZVPD

Summary:
highest occupied orbital energy	-0.677	hartree
calculated total energy	-39973.68712	eV
charge	+3
ΔE to the lowest compared entry with this formula, charge and spin	1.4	kcal per mole
E_LUMO	-11.362	eV
HOMO-LUMO gap	7.1	eV
spin multiplicity	1
max |F|	0.0166	hartree/bohr

Geometry (Å):
Rh -0.208 -0.637 -0.643
S -1.759 1.248 1.294
O -1.151 1.006 -0.155
N -1.778 -1.409 -1.851
N 0.292 0.418 -2.360
N 1.437 0.004 0.458
N -0.462 -2.017 0.958
C 1.398 -0.699 1.777
C 1.130 3.815 3.595
C -0.388 1.956 3.485
C 0.476 2.760 4.217
C -3.073 2.387 0.898
C -1.696 -0.688 -3.159
C 2.745 -0.167 -0.274
C -1.671 -2.902 -1.968
C -0.607 -3.475 -1.038
C 1.756 0.691 -2.450
C 2.560 -0.415 -1.766
C -0.959 -3.325 0.445
C -0.587 2.247 2.137
C 0.903 -2.110 1.558
C 0.925 4.090 2.243
C 0.054 3.313 1.501
C -0.245 -0.409 -3.477
H 2.088 -1.393 -1.943
H 1.800 4.440 4.170
H 0.343 -1.328 -3.543
H -2.670 3.205 0.302
H 0.379 -3.008 -1.241
H 3.548 -0.494 -2.220
H 0.631 2.565 5.269
H -2.638 -3.340 -1.722
H -3.854 1.842 0.373
H 0.693 -0.166 2.419
H -3.449 2.758 1.853
H -0.912 1.136 3.963
H -0.533 -4.126 1.049
H 0.875 -2.678 2.489
H -0.139 3.540 0.460
H 2.028 0.813 -3.499
H -0.137 0.119 -4.426
H -0.467 -4.528 -1.285
H 3.300 -0.980 0.194
H -2.040 -3.358 0.580
H -2.680 -1.180 -1.444
H -1.094 -1.674 1.678
H -1.461 -3.154 -3.007
H 1.545 -2.654 0.860
H 2.372 -0.662 2.264
H 1.319 0.999 0.649
H 3.325 0.745 -0.127
H 1.431 4.926 1.780
H 1.941 1.646 -1.956
H -2.233 0.257 -3.049
H -0.213 1.304 -2.367
H -2.191 -1.253 -3.948

Charge distribution, Mulliken scheme, values in e:
1 Rh 0.3332
2 S 0.3040
3 O -0.4359
4 N -0.0871
5 N -0.2199
6 N 0.1888
7 N -0.1315
8 C -0.4779
9 C -0.5124
10 C -0.2254
11 C -0.7916
12 C -1.1559
13 C -0.9527
14 C -0.8160
15 C -0.8422
16 C -0.0685
17 C -0.8953
18 C -0.2870
19 C -0.8253
20 C 0.6311
21 C -0.5313
22 C -0.8255
23 C -0.4830
24 C -0.4088
25 H 0.0291
26 H 0.4629
27 H 0.3343
28 H 0.3777
29 H -0.1064
30 H 0.5271
31 H 0.4656
32 H 0.4320
33 H 0.4712
34 H -0.0640
35 H 0.4797
36 H 0.5356
37 H 0.3929
38 H 0.5635
39 H 0.4764
40 H 0.4027
41 H 0.4852
42 H 0.5010
43 H 0.4774
44 H 0.4611
45 H 0.3479
46 H 0.2817
47 H 0.4178
48 H 0.3558
49 H 0.4844
50 H 0.2598
51 H 0.4167
52 H 0.4693
53 H 0.4760
54 H 0.4056
55 H 0.3629
56 H 0.5332